Here is a molecular structure, C75H178N10O18 in a non-equilibrium geometry from the OMol25 dataset. Energies are from ωB97M-V/def2-TZVPD.

Output
* E: -132330.7456 eV
* E_HOMO (alpha / beta): -0.7238 / -0.7238 Eh

Geometry as ORCA input:
```
! RIJCOSX wB97M-V def2-TZVPD def2/J DEFGRID3
* xyz 7 2
O -2.733 -0.528 8.510
O -5.134 -0.125 5.152
O -5.717 1.376 -2.879
O 2.546 -3.084 -3.466
O 2.776 -3.538 -1.339
O -0.734 3.808 0.604
O 3.267 -0.373 1.849
O 7.086 1.727 -2.486
O 0.440 5.574 0.820
O -3.890 -0.163 3.402
O -5.790 3.858 -0.412
O -8.535 -1.529 2.064
O -3.780 1.617 -3.505
O 1.248 -4.526 -2.480
O -4.653 1.793 4.145
O 1.462 3.645 0.776
O -4.387 -0.316 -2.539
O 0.157 7.232 4.916
N -1.160 -7.226 0.505
N 5.480 -2.617 1.347
N -7.438 3.899 2.162
N 0.807 -0.896 -6.267
N -0.497 4.869 -3.836
N -0.665 -1.466 6.872
N -0.145 -0.181 -0.416
N -1.211 4.396 4.999
N 7.612 2.012 -5.503
N -6.035 -2.632 0.466
C 8.620 4.453 -5.662
C -1.712 -2.044 5.891
C 1.923 5.287 -4.008
C 3.244 1.146 -2.014
C -6.481 -4.082 0.711
C -1.163 -0.009 1.807
C -2.343 0.486 7.618
C -1.683 4.417 -6.162
C -0.616 -2.369 8.153
C -2.212 4.733 3.914
C -0.916 0.042 7.271
C 5.894 -3.459 0.135
C 1.834 -1.194 6.736
C -4.603 0.798 -3.028
C 6.152 -3.247 2.676
C -1.267 -7.164 2.040
C 2.166 -3.710 -2.494
C 7.356 1.875 -6.962
C -2.203 -8.109 -1.599
C -1.836 -8.470 -0.088
C -5.252 3.563 0.835
C 6.353 2.365 -4.770
C 6.039 -1.268 0.989
C -4.583 -2.667 -0.102
C 8.801 2.952 -5.283
C 0.156 -0.037 1.077
C -1.241 -1.784 -5.158
C -1.706 0.226 -0.430
C -2.804 5.044 -7.086
C 0.688 0.840 -1.355
C 1.046 -1.031 -7.775
C 2.222 0.289 -1.301
C -2.322 -6.601 -1.679
C 0.298 -7.178 0.067
C -0.212 -3.802 7.888
C 2.076 -2.049 -8.236
C -1.250 2.883 5.240
C 2.408 -2.034 -9.757
C -7.294 -1.953 2.607
C -0.233 0.180 -5.903
C 7.682 -3.569 2.611
C -1.974 -6.074 -0.263
C -2.133 0.610 0.969
C 0.471 6.218 4.016
C 2.190 -0.715 -5.536
C 0.607 -1.651 5.986
C -1.109 5.450 -5.167
C 3.853 -2.566 1.425
C -7.794 2.371 2.070
C 3.028 0.797 2.682
C -5.948 4.262 2.016
C 0.258 4.833 4.570
C -6.925 -1.949 -0.599
C 0.920 4.210 -3.988
C 6.410 2.721 -3.285
C 3.386 -1.572 2.591
C 8.082 0.553 -5.110
C -4.485 0.572 4.333
C 1.352 6.497 -3.315
C -0.047 6.049 -2.938
C -1.661 5.044 6.289
C -3.407 -0.138 9.663
C 5.442 -4.895 0.124
C -0.446 -8.159 2.866
C -0.352 -7.959 4.406
C -0.064 -1.649 -0.927
C 0.100 -2.170 -5.762
C 0.431 4.327 0.865
C -6.147 -1.656 1.700
C -7.765 4.446 3.586
C -1.321 3.907 -2.919
C -8.167 4.725 1.127
C -1.628 -0.487 -5.825
C 6.993 1.966 -1.106
C 7.124 -0.656 -5.412
H -0.891 4.043 -6.811
H -3.172 4.400 -7.885
H 6.968 -3.417 -0.046
H -5.193 2.176 -2.968
H -2.261 4.393 -2.660
H -4.413 -1.611 -0.311
H -6.963 4.215 4.288
H -3.984 -3.021 0.738
H -2.719 -8.652 0.524
H -4.490 -0.125 9.541
H 3.476 -3.565 1.642
H 1.976 -1.733 7.673
H -3.230 -6.157 -2.086
H 6.734 1.036 -0.599
H -5.294 2.475 0.892
H -1.574 -3.083 5.591
H 5.447 -2.886 -0.678
H -1.543 3.007 -3.492
H -5.326 4.615 -0.776
H -0.863 -9.152 2.698
H -1.615 -6.254 -2.433
H 5.527 -4.098 2.948
H -0.671 -6.255 2.130
H -2.853 0.682 10.120
H 1.751 -0.142 7.010
H -8.100 4.249 0.149
H -2.681 4.750 6.534
H -0.552 -8.845 5.009
H -7.559 -3.998 0.847
H 3.957 1.016 3.207
H -3.364 -1.000 10.328
H 0.852 -2.594 -5.096
H 0.922 -0.738 1.407
H 6.842 -0.798 -6.455
H 2.622 1.572 2.032
H 0.747 -6.324 0.575
H 0.526 1.772 -0.813
H 0.613 -7.539 4.690
H -0.772 4.760 0.483
H -0.660 0.562 6.348
H -4.376 -3.387 -0.894
H -5.221 -1.903 2.219
H -2.248 -0.655 -0.772
H -3.195 0.526 1.197
H -2.591 -1.978 6.532
H 2.479 0.280 -0.242
H 2.425 -1.872 3.009
H 8.480 4.641 -6.727
H 0.097 -1.961 8.870
H -1.971 1.677 1.124
H 2.985 -1.706 -7.742
H -7.548 2.188 1.024
H -0.980 -4.206 7.229
H -8.703 4.100 4.020
H -4.235 -0.850 3.977
H -1.584 -2.341 8.652
H 0.493 8.069 4.586
H -7.232 1.926 2.892
H 0.834 3.508 -4.818
H 1.279 3.585 -3.171
H 5.400 3.021 -3.007
H -6.888 -2.622 -1.455
H 0.738 -8.139 0.332
H 2.819 -1.593 -5.685
H 9.690 2.543 -5.763
H 3.597 -2.204 0.429
H 2.261 -0.742 -1.653
H 7.997 2.224 -0.770
H -1.135 -1.501 -4.111
H -9.289 -1.906 2.523
H 0.059 -1.037 -8.238
H 3.240 2.060 -1.421
H -8.855 2.357 2.319
H 3.132 -1.246 -9.965
H -0.216 0.319 8.059
H 7.557 -1.632 -5.189
H -3.633 5.182 -6.392
H -6.313 -4.685 -0.182
H -1.876 6.031 -4.654
H 7.814 -4.216 1.744
H 0.796 -4.043 7.551
H 4.121 -1.394 3.377
H 6.188 -0.568 -4.862
H 9.456 5.100 -5.399
H 0.793 4.695 5.510
H -0.183 6.469 3.182
H 2.055 -4.005 -0.910
H -1.481 -1.039 1.971
H 2.972 -2.914 -10.066
H -5.693 5.311 2.164
H -1.213 0.505 2.767
H 1.934 -0.450 -4.510
H -0.401 -4.168 8.898
H -2.108 5.812 3.800
H -0.837 4.941 6.995
H -2.385 0.092 -5.297
H -7.761 5.737 1.134
H 8.878 0.291 -5.807
H -1.428 -5.131 -0.220
H 5.880 -0.614 1.846
H 8.964 2.840 -4.211
H 0.149 0.739 -5.049
H -4.234 3.949 0.888
H -5.423 3.912 2.904
H 1.503 6.189 3.667
H -0.324 6.100 -5.554
H -0.869 3.633 -1.965
H -0.603 2.742 6.106
H -7.308 -2.938 3.074
H 8.325 1.661 -7.413
H 2.045 -3.106 -7.969
H -0.613 6.975 -3.045
H -2.960 0.449 6.720
H 2.714 0.096 -6.043
H -2.590 6.048 -7.452
H 0.320 -7.042 -1.015
H 7.794 4.993 -5.198
H 1.934 6.790 -2.441
H 0.649 -2.725 5.801
H -2.860 -6.014 0.368
H -1.555 6.107 6.072
H 0.963 -2.002 -0.840
H -3.223 4.437 4.193
H -5.971 -4.605 1.519
H -1.924 -0.607 -6.867
H -1.994 4.097 3.056
H 5.991 -5.574 0.776
H 5.314 -0.924 0.251
H 6.180 2.640 -0.836
H -0.828 2.440 4.338
H 1.263 7.344 -3.994
H -1.956 -2.605 -5.202
H 5.719 -5.107 -0.909
H 5.528 1.698 -5.019
H -9.207 4.776 1.450
H -0.188 5.854 -1.875
H 2.061 5.550 -5.057
H 1.564 -1.812 -10.410
H 2.804 1.413 -2.975
H -1.410 -8.506 -2.233
H -7.095 -1.243 3.410
H 0.555 -1.011 5.105
H -1.859 1.099 -1.065
H 6.125 3.327 -5.227
H -2.376 1.521 7.959
H -2.242 -7.056 2.516
H -0.723 -2.250 -0.299
H 8.335 0.690 -4.059
H 6.595 1.158 -7.270
H 1.461 -0.049 -8.001
H 2.334 0.539 3.483
H 0.256 0.884 -2.355
H -6.402 -1.043 -0.907
H 2.718 -1.236 6.100
H 4.202 0.643 -2.142
H -0.360 -1.647 -1.976
H 0.697 4.102 3.891
H 6.934 3.677 -3.257
H -3.126 -8.601 -1.905
H 8.015 -4.006 3.552
H 2.914 4.963 -3.692
H -7.882 -1.576 -0.236
H 7.078 -1.346 0.668
H -1.141 -9.302 0.028
H 8.132 -2.590 2.446
H -2.278 2.571 5.426
H -5.951 -0.618 1.428
H 4.366 -5.067 0.117
H 5.924 -2.485 3.421
H 6.940 2.804 -7.351
H -0.128 0.901 -6.714
H 0.589 -8.227 2.530
H -7.727 5.532 3.681
H -2.235 3.638 -5.636
H -1.062 -7.210 4.757
H 0.775 0.857 1.160
H -0.148 -2.799 -6.617
H -1.720 -1.286 5.108
*
```